Molecular formula: H12KO6
Method: DFT, ωB97M-V/def2-TZVPD

Properties
- LUMO energy (eV) = -3.383
- max |F| (eV/A) = 2.87
- HOMO level (Ha) = -0.5425
- HOMO-LUMO gap (Ha) = 0.4182
- charge = +1

Geometry as XYZ:
```
19
Properties=species:S:1:pos:R:3:forces:R:3
K 9.659 -6.624 -10.143 0.4459 -0.1994 0.2107
O 9.174 -4.200 -11.942 0.2981 -1.1378 -2.6133
H 8.374 -4.242 -12.491 0.4383 0.0959 0.0341
H 8.862 -4.044 -11.092 -0.6334 1.1521 2.3922
O 10.845 -5.237 -7.794 -1.0255 -0.1019 -0.6652
H 10.340 -4.467 -8.122 0.3696 -0.3942 0.2260
H 11.679 -4.909 -7.488 0.7148 0.2926 0.2563
O 8.666 -7.731 -12.337 -0.4349 -0.3119 1.2918
H 9.187 -7.308 -12.979 1.5917 1.1526 -1.2355
H 8.003 -8.089 -12.904 -1.1800 -0.7994 -0.2290
O 8.989 -3.567 -9.202 -0.3114 -0.0602 0.2659
H 8.226 -4.182 -9.212 0.4703 1.0698 0.8635
H 8.864 -2.855 -8.532 -0.3803 -0.8382 -0.7573
O 10.914 -9.123 -10.074 -0.5491 0.9712 -0.1527
H 11.159 -9.804 -10.685 0.1429 -0.5524 -0.6320
H 11.262 -9.408 -9.242 0.3683 -0.2788 0.8488
O 7.755 -6.256 -8.185 -0.1488 0.3294 -0.5655
H 7.210 -6.790 -7.610 0.0814 -0.5061 0.6160
H 7.066 -5.800 -8.676 -0.2578 0.1165 -0.1546
```
Positions in Å, forces in eV/Å.


Molecular formula: H12MgO6
Method: DFT, ωB97M-V/def2-TZVPD

Properties
- LUMO energy (eV) = -7.392
- max |F| (eV/A) = 1.63
- HOMO level (Ha) = -0.7443
- HOMO-LUMO gap (Ha) = 0.4727
- charge = +2

Geometry as XYZ:
```
19
Properties=species:S:1:pos:R:3:forces:R:3
Mg -0.054 -0.166 -0.129 -0.3076 -0.5190 1.3021
O 1.693 -1.199 -0.196 -0.4629 -0.8514 -0.6656
H 2.598 -0.877 -0.100 0.0947 -0.2529 -0.0055
H 1.688 -2.069 -0.651 0.5558 0.6445 0.3854
O 0.682 1.377 -1.213 0.9660 0.7916 -0.9253
H 1.555 1.566 -1.631 -0.4456 -0.2834 0.6756
H 0.086 1.818 -1.829 -0.1394 0.3357 0.0425
O -1.028 -0.660 -1.872 -0.0925 1.1957 -0.3513
H -0.556 -1.000 -2.625 0.5760 -1.4339 -0.5071
H -1.230 0.191 -2.308 -0.8676 -0.2020 0.5766
O -1.718 1.131 0.401 0.6209 0.0559 -0.5855
H -1.758 2.071 0.163 -0.2398 -0.1695 0.0593
H -1.922 1.096 1.335 -0.4216 0.0156 0.4491
O -0.775 -1.809 1.236 -0.1652 0.2708 0.6832
H -0.193 -2.519 1.547 0.1360 -0.0286 -0.3493
H -1.357 -1.702 2.018 0.0411 0.0611 -0.7516
O 0.794 0.673 1.647 -0.2542 0.3735 -0.1329
H 0.561 1.609 1.625 0.2968 0.1942 0.2000
H 0.935 0.470 2.582 0.1089 -0.1979 -0.0997
```
Positions in Å, forces in eV/Å.


Molecular formula: H12MnO6
Method: DFT, ωB97M-V/def2-TZVPD

Properties
- LUMO energy (alpha / beta) (eV) = -3.004 / -3.435
- 2S+1 = 7
- max |F| (eV/A) = 1.21
- HOMO level (alpha / beta) (Ha) = -0.2415 / -0.5979
- HOMO-LUMO gap (alpha / beta) (Ha) = 0.1312 / 0.4716
- charge = +1

Geometry as XYZ:
```
19
Properties=species:S:1:pos:R:3:forces:R:3
Mn 0.085 -0.087 -0.031 -0.6943 0.0230 0.4715
O -0.574 1.015 1.788 -0.0111 -0.0306 -0.0285
H -0.221 0.809 2.653 0.3400 -0.1811 0.4493
H -1.340 1.562 1.964 -0.4274 0.3923 -0.1081
O -1.717 0.594 -0.882 -0.6404 0.1773 0.0397
H -1.766 0.659 -1.835 0.1800 0.0088 -0.7232
H -2.593 0.836 -0.579 -0.5020 0.0607 0.3895
O 0.879 1.605 -0.848 0.4195 0.6468 0.2460
H 0.680 2.459 -1.233 -0.4381 0.6866 -0.1155
H 1.640 1.293 -1.337 1.0091 -0.2085 -0.6269
O -0.708 -1.746 0.921 -0.2505 -0.5925 0.1585
H -1.255 -1.876 1.696 -0.4066 0.1912 0.5272
H -0.506 -2.632 0.619 0.2113 -0.6116 -0.3504
O 0.322 -0.977 -1.883 -0.1001 -0.2592 -0.0524
H 0.972 -0.899 -2.582 0.9153 0.2789 -0.5612
H -0.296 -1.635 -2.203 -0.7272 -0.7329 -0.2300
O 1.832 -0.410 1.023 0.4708 0.1138 0.2447
H 2.365 -1.022 1.530 0.1854 -0.7186 0.1840
H 2.202 0.450 1.219 0.4663 0.7557 0.0857
```
Positions in Å, forces in eV/Å.


Molecular formula: H12MnO6
Method: DFT, ωB97M-V/def2-TZVPD

Properties
- LUMO energy (alpha / beta) (eV) = -7.004 / -6.977
- 2S+1 = 6
- max |F| (eV/A) = 0.71
- HOMO level (alpha / beta) (Ha) = -0.6783 / -0.7455
- HOMO-LUMO gap (alpha / beta) (Ha) = 0.4209 / 0.4891
- charge = +2

Geometry as XYZ:
```
19
Properties=species:S:1:pos:R:3:forces:R:3
Mn 0.050 -0.026 -0.129 -0.3217 0.2638 0.2407
O 1.212 -1.366 -1.285 0.1008 -0.5701 -0.4047
H 1.863 -1.277 -1.999 -0.0484 0.0978 0.1073
H 0.962 -2.303 -1.293 0.0708 0.1025 -0.0128
O 1.228 1.714 -0.633 0.3151 0.2298 -0.1994
H 1.892 1.700 -1.338 -0.0270 0.0316 0.1079
H 1.168 2.643 -0.367 -0.1039 -0.1070 -0.0061
O 1.375 -0.580 1.594 -0.0194 0.1426 0.3346
H 1.588 0.087 2.262 0.0379 -0.0792 -0.0487
H 1.856 -1.370 1.884 -0.0277 0.0114 -0.2308
O -1.050 1.427 1.206 0.2236 -0.2219 0.1572
H -0.534 1.886 1.884 -0.2236 0.1527 -0.0301
H -1.859 1.136 1.656 0.0394 0.0695 -0.0918
O -1.318 -1.570 0.587 0.0543 -0.3365 0.0684
H -2.047 -2.020 0.136 0.0229 0.1276 0.0400
H -1.104 -2.112 1.361 -0.1022 0.0607 -0.0443
O -1.496 0.514 -1.606 -0.1466 0.1370 0.0001
H -1.941 1.367 -1.486 0.0350 -0.0917 -0.0469
H -1.845 0.150 -2.433 0.1207 -0.0206 0.0595
```
Positions in Å, forces in eV/Å.


Molecular formula: H12N2Si4
Method: DFT, ωB97M-V/def2-TZVPD

Properties
- SMILES = [SiH3]N([SiH3])N([SiH3])[SiH3]
- LUMO energy (eV) = 0.847
- max |F| (eV/A) = 0.43
- HOMO level (Ha) = -0.3439
- HOMO-LUMO gap (Ha) = 0.3751

Geometry as XYZ:
```
18
Properties=species:S:1:pos:R:3:forces:R:3
Si 1.347 1.117 -1.159 -0.1796 -0.2647 0.1828
N 0.713 -0.110 -0.108 0.3457 0.0306 -0.1338
Si 1.599 -1.120 0.994 -0.3031 0.2009 -0.2234
N -0.713 -0.110 0.108 -0.3457 0.0307 0.1338
Si -1.599 -1.120 -0.993 0.3031 0.2010 0.2234
Si -1.347 1.117 1.158 0.1796 -0.2648 -0.1827
H 1.385 2.431 -0.501 0.0458 0.2459 0.0077
H 2.692 0.663 -1.493 0.3467 0.0547 -0.1269
H 0.473 1.187 -2.330 -0.1013 0.0949 -0.2460
H 2.923 -1.255 0.393 0.3449 -0.0891 -0.0025
H 1.699 -0.519 2.331 0.0525 0.0005 0.2225
H 0.887 -2.394 1.088 -0.0426 -0.2738 0.0665
H -0.887 -2.395 -1.087 0.0426 -0.2738 -0.0664
H -1.699 -0.520 -2.331 -0.0525 0.0005 -0.2226
H -2.924 -1.255 -0.393 -0.3449 -0.0891 0.0025
H -0.473 1.188 2.330 0.1012 0.0950 0.2460
H -1.385 2.431 0.500 -0.0457 0.2459 -0.0077
H -2.692 0.664 1.493 -0.3467 0.0548 0.1269
```
Positions in Å, forces in eV/Å.


Molecular formula: H12N2Si4
Method: DFT, ωB97M-V/def2-TZVPD

Properties
- SMILES = [SiH3]N([SiH3])N([SiH3])[SiH3]
- LUMO energy (eV) = 0.791
- max |F| (eV/A) = 3.33
- HOMO level (Ha) = -0.3436
- HOMO-LUMO gap (Ha) = 0.3727

Geometry as XYZ:
```
18
Properties=species:S:1:pos:R:3:forces:R:3
Si -0.186 0.889 -1.987 -0.7692 1.1030 -0.9152
N -0.153 -0.212 -0.709 1.2011 -0.6733 2.8303
Si -0.747 -1.845 -0.672 -1.1595 -0.2572 0.5040
N 0.335 0.188 0.696 -1.6370 -0.7742 -2.7950
Si -0.735 1.290 1.443 -0.9609 -0.9127 -0.8379
Si 1.886 -0.237 1.237 0.1036 -1.1247 -0.6681
H -0.109 0.044 -3.198 0.8230 0.2009 -0.1431
H -1.504 1.436 -2.240 -0.8644 0.2833 0.1174
H 0.499 2.190 -1.684 0.6208 -0.7694 -0.2767
H 0.137 -3.013 -0.686 0.7441 0.1294 0.6834
H -1.767 -1.922 0.471 0.7186 -0.0468 -0.6431
H -1.368 -2.208 -1.943 -0.5166 0.5187 -0.4248
H -2.106 0.795 1.790 0.2263 0.2445 -0.5939
H -0.446 2.404 0.615 -0.8877 1.4238 -0.7417
H -0.148 1.599 2.641 1.1221 0.4975 2.3869
H 1.490 -1.120 2.281 0.4553 -0.5810 1.4598
H 2.350 -1.261 0.189 0.4044 1.1529 0.4283
H 2.573 0.982 1.756 0.3760 -0.4147 -0.3706
```
Positions in Å, forces in eV/Å.


Ordered relative energy (zero: lowest compared OMol25 entry of this formula, charge and spin) results: 14.9; 22.8; 4.1; 2.9; 0.0; 40.0; unit kcal per mole.